DFT (ωB97M-V/def2-TZVPD) results for a 2-piece molecular cluster, C4H6O overall at a distorted geometry.

Positions of all 11 atoms, in Å:
C1 2.48365 -0.49468 0.11773
C2 -1.38199 -0.50608 0.11029
C3 -0.97402 0.95148 0.21018
C4 -0.28632 0.03205 -0.69619
O1 3.24740 0.40354 0.07847
H1 2.66208 -1.52610 0.43822
H2 -1.17018 -1.14192 0.95830
H3 -2.30885 -0.77298 -0.38831
H4 -1.61296 1.72809 -0.19166
H5 -0.47755 1.25352 1.12247
H6 -0.18124 0.07307 -1.75948

The HOMO energy (spin up / spin down) is -8.177 / -8.231 eV. For the electronic energy, the calculation gives -6287.4559 eV. For the molecular weight, the calculation gives 70.1 g/mol. The calculation puts the energy above the lowest of the compared OMol25 structures with the same formula, charge and spin at 102.9 kcal/mol. The value obtained for the max |F| is 1.65 eV Å⁻¹. The value obtained for the orbital gap (spin up / spin down) is 8.73 / 8.68 eV. The spin multiplicity is 1.

Atomic partial charges in e from the Löwdin method, atoms 1 to 8: number 1, C, carries -0.048; number 2, C, carries -0.185; number 3, C, carries -0.183; number 4, C, carries -0.097; number 5, O, carries 0.025; number 6, H, carries 0.055; number 7, H, carries 0.088; number 8, H, carries 0.092

---

DFT (ωB97M-V/def2-TZVPD) results for C4H6O as an isolated structure.

Positions of all 11 atoms, in Å:
C1 -0.85526 -0.84237 -0.14864
C2 -0.03403 0.07567 0.74210
C3 1.25028 -0.05351 -0.09391
O1 0.95714 1.17437 -0.74250
C4 -0.22988 1.20565 -0.18141
H1 -1.92937 -0.64654 -0.21454
H2 -0.66860 -1.90458 0.03539
H3 -0.06296 0.13881 1.83069
H4 0.32458 -0.79922 -0.89265
H5 2.28402 -0.16890 0.22734
H6 -1.03592 1.82062 -0.56188

The HOMO energy (spin up / spin down) is -7.753 / -7.753 eV. For the electronic energy, the calculation gives -6286.4906 eV. For the molecular weight, the calculation gives 70.1 g/mol. The calculation puts the energy above the lowest of the compared OMol25 structures with the same formula, charge and spin at 125.2 kcal/mol. The value obtained for the max |F| is 0.43 eV Å⁻¹. The value obtained for the orbital gap (spin up / spin down) is 8.45 / 8.45 eV. The spin multiplicity is 1.

Atomic partial charges in e from the Löwdin method, atoms 1 to 8: number 1, C, carries -0.119; number 2, C, carries -0.298; number 3, C, carries -0.141; number 4, O, carries 0.008; number 5, C, carries -0.105; number 6, H, carries 0.056; number 7, H, carries 0.069; number 8, H, carries 0.134

---

DFT (ωB97M-V/def2-TZVPD) results for one molecule with the formula C4H6O.

Positions of all 11 atoms, in Å:
C1 2.04706 0.92357 -0.59833
C2 0.87762 0.67938 -0.07689
C3 -0.33848 0.45513 0.33913
C4 -1.14974 -0.72768 -0.12607
O1 -1.98200 -1.22563 0.90089
H1 2.11294 1.54980 -1.48007
H2 2.96840 0.52617 -0.18645
H3 -0.82013 1.15189 1.02308
H4 -0.47133 -1.49719 -0.52534
H5 -1.82281 -0.42982 -0.93638
H6 -1.42153 -1.40562 1.66642

The HOMO energy is -9.704 eV. For the electronic energy, the calculation gives -6290.6443 eV. For the molecular weight, the calculation gives 70.1 g/mol. The calculation puts the energy above the lowest of the compared OMol25 structures with the same formula, charge and spin at 29.4 kcal/mol. The value obtained for the max |F| is 0.33 eV Å⁻¹. The structure (SMILES) is C=C=CCO. The value obtained for the orbital gap is 10.67 eV. The spin multiplicity is 1.

Atomic partial charges in e from the Löwdin method, atoms 1 to 8: number 1, C, carries 0.005; number 2, C, carries -0.114; number 3, C, carries -0.100; number 4, C, carries -0.276; number 5, O, carries -0.072; number 6, H, carries 0.059; number 7, H, carries 0.056; number 8, H, carries 0.116

---

DFT (ωB97M-V/def2-TZVPD) results for one molecule with the formula C4H6O.

Positions of all 11 atoms, in Å:
C1 1.57689 -0.39897 -0.51005
C2 0.41738 -0.98729 -0.23912
C3 -0.84234 -0.20058 -0.10520
C4 -0.97697 0.97448 0.76998
O1 -0.77896 1.12766 -0.62062
H1 1.61979 0.68134 -0.58269
H2 2.49346 -0.94765 -0.69380
H3 0.34067 -2.06996 -0.18082
H4 -1.75739 -0.73746 -0.36095
H5 -0.13558 1.26308 1.39875
H6 -1.95697 1.29533 1.12452

The HOMO energy is -9.622 eV. For the electronic energy, the calculation gives -6290.6736 eV. For the molecular weight, the calculation gives 70.1 g/mol. The calculation puts the energy above the lowest of the compared OMol25 structures with the same formula, charge and spin at 28.7 kcal/mol. The value obtained for the max |F| is 0.34 eV Å⁻¹. The structure (SMILES) is C=C[C@H]1CO1. The value obtained for the orbital gap is 10.82 eV. The spin multiplicity is 1.

Atomic partial charges in e from the Löwdin method, atoms 1 to 8: number 1, C, carries 0.022; number 2, C, carries -0.123; number 3, C, carries -0.304; number 4, C, carries -0.120; number 5, O, carries -0.056; number 6, H, carries 0.065; number 7, H, carries 0.057; number 8, H, carries 0.097

---

DFT (ωB97M-V/def2-TZVPD) results for one molecule with the formula C4H6O at a distorted geometry.

Positions of all 11 atoms, in Å:
O1 -2.14047 0.00810 -0.11883
C1 -1.01880 -0.04947 0.33463
C2 0.20988 -0.08665 -0.49795
C3 1.46234 -0.67227 0.13484
C4 1.26415 0.78360 0.06770
H1 -0.77004 -0.05448 1.40210
H2 0.06542 -0.22648 -1.59480
H3 2.10250 -1.20923 -0.54487
H4 1.33562 -1.07735 1.13707
H5 1.03565 1.28899 1.02253
H6 1.84929 1.36252 -0.70672

The HOMO energy is -9.824 eV. For the electronic energy, the calculation gives -6291.3887 eV. For the molecular weight, the calculation gives 70.1 g/mol. The calculation puts the energy above the lowest of the compared OMol25 structures with the same formula, charge and spin at 12.2 kcal/mol. The value obtained for the max |F| is 2.72 eV Å⁻¹. The structure (SMILES) is O=CC1CC1. The value obtained for the orbital gap is 10.92 eV. The spin multiplicity is 1.

Atomic partial charges in e from the Löwdin method, atoms 1 to 8: number 1, O, carries 0.050; number 2, C, carries -0.255; number 3, C, carries -0.261; number 4, C, carries -0.118; number 5, C, carries -0.151; number 6, H, carries 0.124; number 7, H, carries 0.159; number 8, H, carries 0.102

---

DFT (ωB97M-V/def2-TZVPD) results for one molecule with the formula C4H6O.

Positions of all 11 atoms, in Å:
C1 -1.99562 -0.28766 0.79961
C2 -1.14355 -0.28559 -0.18875
C3 -0.21300 -0.29991 -1.10946
O1 1.11109 -0.51662 -0.82668
C4 1.73351 0.41417 0.04434
H1 -2.48646 -1.20786 1.10885
H2 -2.22917 0.61843 1.35385
H3 -0.42075 -0.15817 -2.16847
H4 1.01480 1.15371 0.41299
H5 2.52687 0.92594 -0.51117
H6 2.17257 -0.10915 0.89979

The HOMO energy is -9.100 eV. For the electronic energy, the calculation gives -6290.0291 eV. For the molecular weight, the calculation gives 70.1 g/mol. The calculation puts the energy above the lowest of the compared OMol25 structures with the same formula, charge and spin at 43.6 kcal/mol. The value obtained for the max |F| is 0.34 eV Å⁻¹. The structure (SMILES) is C=C=COC. The value obtained for the orbital gap is 10.13 eV. The spin multiplicity is 1.

Atomic partial charges in e from the Löwdin method, atoms 1 to 8: number 1, C, carries 0.011; number 2, C, carries -0.079; number 3, C, carries -0.187; number 4, O, carries -0.150; number 5, C, carries -0.091; number 6, H, carries 0.060; number 7, H, carries 0.058; number 8, H, carries 0.118

---

DFT (ωB97M-V/def2-TZVPD) results for one molecule with the formula C4H6O at a distorted geometry.

Positions of all 11 atoms, in Å:
C1 -0.85597 -1.87622 1.27967
C2 -0.20812 -0.97363 0.78708
C3 0.53037 0.01261 0.04766
C4 -0.26112 1.22524 -0.39298
O1 1.05274 -0.77040 -1.05815
H1 -1.56584 -2.50890 1.83446
H2 1.31124 0.24512 0.72641
H3 0.48734 1.95889 -0.76537
H4 -1.00534 0.92946 -1.15956
H5 -0.73571 1.72542 0.50594
H6 1.25041 0.03243 -1.80516

The HOMO energy is -9.929 eV. For the electronic energy, the calculation gives -6289.7625 eV. For the molecular weight, the calculation gives 70.1 g/mol. The calculation puts the energy above the lowest of the compared OMol25 structures with the same formula, charge and spin at 49.7 kcal/mol. The value obtained for the max |F| is 5.65 eV Å⁻¹. The structure (SMILES) is C#C[C@H](C)O. The value obtained for the orbital gap is 10.75 eV. The spin multiplicity is 1.

Atomic partial charges in e from the Löwdin method, atoms 1 to 8: number 1, C, carries 0.125; number 2, C, carries -0.114; number 3, C, carries -0.500; number 4, C, carries -0.055; number 5, O, carries -0.095; number 6, H, carries 0.044; number 7, H, carries 0.123; number 8, H, carries 0.084

---

DFT (ωB97M-V/def2-TZVPD) results for C4H6O as an isolated structure.

Positions of all 11 atoms, in Å:
O1 1.10079 -1.52698 -1.07370
C1 0.69773 -0.78544 -0.21862
C2 -0.67194 -0.59594 0.50296
C3 0.08392 0.51414 1.21630
C4 1.26154 0.33548 0.59156
H1 -1.50349 -0.29065 -0.14224
H2 -0.98811 -1.43855 1.12771
H3 -0.24700 1.21341 1.97725
H4 -1.33208 1.01665 -2.33802
H5 2.23713 0.80630 0.64972
H6 -0.63848 0.75158 -2.29291

The HOMO energy is -9.757 eV. For the electronic energy, the calculation gives -6290.1503 eV. For the molecular weight, the calculation gives 70.1 g/mol. The calculation puts the energy above the lowest of the compared OMol25 structures with the same formula, charge and spin at 40.8 kcal/mol. The value obtained for the max |F| is 0.63 eV Å⁻¹. The value obtained for the orbital gap is 10.35 eV. The spin multiplicity is 1.

Atomic partial charges in e from the Löwdin method, atoms 1 to 8: number 1, O, carries 0.088; number 2, C, carries -0.429; number 3, C, carries -0.099; number 4, C, carries -0.039; number 5, C, carries 0.005; number 6, H, carries 0.083; number 7, H, carries 0.108; number 8, H, carries 0.105

---

DFT (ωB97M-V/def2-TZVPD) results for one molecule with the formula C4H6O at a distorted geometry.

Positions of all 11 atoms, in Å:
C1 2.12773 0.18989 0.41199
C2 1.08348 0.58097 0.01270
C3 -0.27353 0.84038 -0.39422
C4 -1.10099 -0.55333 -0.25213
O1 -0.95703 -1.16002 0.93919
H1 3.12685 -0.00434 0.72451
H2 -0.33232 1.17622 -1.42632
H3 -0.74820 1.57998 0.25069
H4 -0.82097 -1.18662 -1.07504
H5 -2.13295 -0.29193 -0.35290
H6 0.02793 -1.17120 1.16154

The HOMO energy is -9.950 eV. For the electronic energy, the calculation gives -6290.3822 eV. For the molecular weight, the calculation gives 70.1 g/mol. The calculation puts the energy above the lowest of the compared OMol25 structures with the same formula, charge and spin at 35.4 kcal/mol. The value obtained for the max |F| is 3.44 eV Å⁻¹. The structure (SMILES) is C#CCCO. The value obtained for the orbital gap is 10.97 eV. The spin multiplicity is 1.

Atomic partial charges in e from the Löwdin method, atoms 1 to 8: number 1, C, carries 0.113; number 2, C, carries -0.179; number 3, C, carries -0.152; number 4, C, carries -0.300; number 5, O, carries -0.059; number 6, H, carries 0.032; number 7, H, carries 0.109; number 8, H, carries 0.113

---

DFT (ωB97M-V/def2-TZVPD) results for one molecule with the formula C4H6O at a distorted geometry.

Positions of all 11 atoms, in Å:
C1 1.85590 -0.00263 0.13424
O1 0.83772 -0.95332 -0.00229
C2 -0.46027 -0.45276 -0.06212
C3 -1.30327 0.58951 -0.20062
C4 -1.94119 -0.75647 0.10757
H1 2.74877 -0.63024 -0.26012
H2 2.00498 0.05036 1.29561
H3 1.55670 0.96307 -0.41920
H4 -1.55455 1.68792 -0.20614
H5 -2.44909 -0.65686 1.10058
H6 -2.42131 -1.40559 -0.58725

The HOMO energy is -8.526 eV. For the electronic energy, the calculation gives -6288.4831 eV. For the molecular weight, the calculation gives 70.1 g/mol. The calculation puts the energy above the lowest of the compared OMol25 structures with the same formula, charge and spin at 79.2 kcal/mol. The value obtained for the max |F| is 3.90 eV Å⁻¹. The structure (SMILES) is COC1=CC1. The value obtained for the orbital gap is 9.59 eV. The spin multiplicity is 1.

Atomic partial charges in e from the Löwdin method, atoms 1 to 8: number 1, C, carries -0.107; number 2, O, carries -0.132; number 3, C, carries -0.252; number 4, C, carries -0.008; number 5, C, carries -0.103; number 6, H, carries 0.113; number 7, H, carries 0.117; number 8, H, carries 0.115

---

DFT (ωB97M-V/def2-TZVPD) results for one molecule with the formula C4H6O2.

Positions of all 12 atoms, in Å:
C1 1.20414 0.33379 -0.94078
C2 0.81059 0.57752 0.48944
O1 1.37799 1.35240 1.22588
C3 -0.36801 -0.19461 1.06649
C4 -2.11455 -0.35861 -0.40223
O2 -1.09517 -0.99263 0.11330
H1 0.34792 0.49298 -1.60386
H2 1.51615 -0.71039 -1.05879
H3 2.02200 1.00254 -1.21366
H4 -0.02057 -0.88356 1.83951
H5 -1.06625 0.52828 1.49142
H6 -2.61426 -1.14772 -1.00672

The HOMO energy is -9.092 eV. For the electronic energy, the calculation gives -8336.8191 eV. For the molecular weight, the calculation gives 86.1 g/mol. The calculation puts the energy above the lowest of the compared OMol25 structures with the same formula, charge and spin at 84.0 kcal/mol. The value obtained for the max |F| is 0.63 eV Å⁻¹. The value obtained for the orbital gap is 9.42 eV. The spin multiplicity is 1.

Atomic partial charges in e from the Löwdin method, atoms 1 to 8: number 1, C, carries -0.002; number 2, C, carries -0.422; number 3, O, carries 0.089; number 4, C, carries -0.128; number 5, C, carries 0.072; number 6, O, carries -0.164; number 7, H, carries 0.083; number 8, H, carries 0.097

---

DFT (ωB97M-V/def2-TZVPD) results for one molecule with the formula C4H6O2.

Positions of all 12 atoms, in Å:
O1 2.26491 0.50831 1.23473
C1 1.11243 0.15160 1.22869
C2 0.48477 -0.64538 0.11529
C3 0.12238 0.02813 -1.18173
C4 -0.94521 -0.32854 -0.19338
O2 -1.47759 0.70618 0.58331
H1 0.43795 0.37829 2.07185
H2 0.83528 -1.67414 0.05514
H3 0.20112 -0.55696 -2.09267
H4 0.37551 1.07929 -1.29096
H5 -1.63965 -1.13554 -0.42709
H6 -1.73045 1.41692 -0.01364

The HOMO energy is -9.714 eV. For the electronic energy, the calculation gives -8338.5754 eV. For the molecular weight, the calculation gives 86.1 g/mol. The calculation puts the energy above the lowest of the compared OMol25 structures with the same formula, charge and spin at 43.5 kcal/mol. The value obtained for the max |F| is 0.35 eV Å⁻¹. The structure (SMILES) is O=C[C@@H]1C[C@@H]1O. The value obtained for the orbital gap is 10.46 eV. The spin multiplicity is 1.

Atomic partial charges in e from the Löwdin method, atoms 1 to 8: number 1, O, carries 0.062; number 2, C, carries -0.223; number 3, C, carries -0.188; number 4, C, carries -0.046; number 5, C, carries -0.337; number 6, O, carries -0.015; number 7, H, carries 0.126; number 8, H, carries 0.146

---

Q: Look up the molecular weight of the fourth one.
A: 70.1 g/mol